# 1
Here is C9H12OS in the gas phase in a non-equilibrium geometry from OMol25. Energies are from ωB97M-V/def2-TZVPD.

```
23
C9H12OS | OMol25 | ωB97M-V/def2-TZVPD
C 0.28039 1.60343 -0.84976
C -0.71870 0.72344 -1.23225
C 0.21944 1.87379 0.64969
C 1.67767 0.89259 -1.15318
C 0.97312 0.57135 1.12101
C -1.29753 -1.08789 0.13945
C -2.72916 -0.91780 -0.45095
C -0.16752 -0.65756 -0.77641
C 1.20689 -0.23976 -0.13060
O -4.67789 0.90899 -0.32933
S -3.43571 0.57158 0.39378
H 0.45374 2.84314 1.04232
H -0.90190 1.68793 0.90607
H 1.81062 0.64665 -2.22786
H 2.51742 1.39952 -0.81033
H 2.01862 0.89214 1.39353
H 0.65714 -0.05234 1.90437
H -1.28521 -0.57315 1.05238
H -1.20871 -2.15944 0.52274
H -2.67717 -0.61677 -1.45026
H -3.44330 -1.69244 -0.11395
H 0.09194 -1.40108 -1.54756
H 1.85774 -1.08947 0.15585
```

## Properties
LUMO (spin up / spin down) = -0.349 / -0.567 eV
energy above the lowest of the compared OMol25 structures with the same formula, charge and spin = 625.3 kJ/mol
total charge = 0
molar mass = 168.3 g/mol
HOMO-LUMO gap (spin up / spin down) = 7.96 / 7.33 eV
HOMO level (spin up / spin down) = -8.313 / -7.901 eV
calculated total energy = -823.29873 hartree

=====

# 2
Here is a gas-phase ion, C5H11N2O (charge +1) in a non-equilibrium geometry from OMol25. Energies are from ωB97M-V/def2-TZVPD.

```
19
C5H11N2O | OMol25 | ωB97M-V/def2-TZVPD
O -2.38569 0.59064 -1.72732
C -1.29733 0.21128 -1.39895
C -1.11363 -0.38130 0.03687
C -0.10112 0.41160 0.84080
C 1.20407 0.50951 0.13355
C 2.19971 -0.39403 0.13764
N 3.37174 -0.12102 -0.54141
N -2.51833 -0.22636 0.72293
H -0.41984 0.07306 -2.04042
H -1.07801 -1.46043 -0.08952
H 0.00257 0.03674 1.87287
H -0.46740 1.42559 1.05003
H 1.37164 1.39130 -0.47834
H 2.24253 -1.30844 0.71275
H 3.52897 0.76539 -1.00081
H 4.00145 -0.89279 -0.68722
H -2.54901 0.19652 1.65109
H -2.93358 -1.15239 0.77387
H -3.05875 0.32511 0.03159
```

## Properties
LUMO = -3.508 eV
energy above the lowest of the compared OMol25 structures with the same formula, charge and spin = 212.5 kJ/mol
total charge = +1
molar mass = 115.2 g/mol
HOMO-LUMO gap = 8.09 eV
HOMO level = -11.597 eV
calculated total energy = -381.58302 hartree
structure (SMILES) = N/C=C/C[C@@H]([NH3+])C=O

=====

# 3
Here is 12 unconnected molecules or ions with the total composition C26H68Cl4O18 in a non-equilibrium geometry from OMol25. Energies are from ωB97M-V/def2-TZVPD.

```
116
C26H68Cl4O18 | OMol25 | ωB97M-V/def2-TZVPD
C 10.21185 22.28235 -0.51419
C 10.24254 22.36692 -2.04200
C 8.91242 23.03767 -2.35240
O 8.83529 24.06470 -1.35084
C 9.35966 23.51010 -0.14115
H 11.22021 22.31231 -0.10158
H 9.72715 21.38461 -0.12899
H 10.31727 21.40613 -2.55486
H 11.04015 23.03857 -2.35186
H 8.03626 22.39564 -2.21249
H 8.92064 23.53376 -3.32047
H 8.52928 23.25093 0.52500
H 9.90804 24.31312 0.36033
C 8.94666 20.94027 4.24909
C 7.47118 20.61168 4.32599
C 6.82357 21.92347 3.89667
O 7.66730 22.39179 2.86431
C 8.97286 21.80028 2.99580
H 9.61485 20.08977 4.15025
H 9.18397 21.57438 5.10882
H 7.12719 20.18753 5.26892
H 7.21506 19.91694 3.51823
H 6.78261 22.60179 4.75502
H 5.79860 21.72075 3.59729
H 9.76165 22.55317 2.97545
H 9.13226 21.21816 2.08151
C 12.93827 19.16659 3.20876
C 12.91014 18.12712 4.31061
O 14.23164 17.70189 4.63680
O 13.21633 18.57192 1.95562
H 13.71428 19.89345 3.42907
H 11.96258 19.67039 3.16038
H 12.31499 17.25259 4.00569
H 12.39272 18.50300 5.19857
H 14.52808 17.14192 3.91173
H 12.37655 18.64228 1.43472
C 4.42962 23.01626 7.98880
C 4.45489 21.59402 7.46838
O 4.69207 21.52113 6.06860
O 3.34507 23.74801 7.46516
H 5.42795 23.46629 7.88390
H 4.34676 22.93344 9.08111
H 3.46530 21.16946 7.69139
H 5.17298 21.00138 8.05975
H 4.28011 20.71331 5.75219
H 3.66999 24.36681 6.80446
C 9.68673 17.32798 1.96961
C 9.54660 18.42769 0.94574
O 10.87757 18.77886 0.47758
O 10.06750 16.10206 1.38086
H 8.75853 17.16117 2.50447
H 10.46559 17.65396 2.67130
H 9.04409 19.30283 1.37506
H 8.95242 18.09768 0.08832
H 10.82912 18.96873 -0.46289
H 10.92826 16.25822 0.96571
C 12.80905 23.83875 2.84764
C 14.16156 24.39270 3.26426
O 15.19475 24.03432 2.37544
O 12.76892 22.41731 3.02125
H 12.62353 24.04124 1.79747
H 12.07438 24.37312 3.47712
H 14.41833 24.01054 4.26529
H 14.21123 25.47707 3.37933
H 15.25332 23.07215 2.36895
H 13.03854 22.25322 3.95709
C 12.70756 21.86188 6.63658
C 11.62720 20.88397 7.04918
O 12.17311 19.88440 7.86952
O 13.47270 21.36532 5.52485
H 13.38229 22.10902 7.45954
H 12.19608 22.76414 6.28852
H 11.23267 20.44962 6.12260
H 10.81586 21.45632 7.51981
H 11.50036 19.48057 8.44129
H 14.00943 20.62804 5.84802
C 8.52072 15.90762 5.90460
C 7.15977 16.43892 5.47398
O 6.39686 17.01997 6.52691
O 9.41093 16.97225 6.26353
H 9.03736 15.47620 5.04894
H 8.44982 15.22084 6.75106
H 6.55414 15.59365 5.14568
H 7.34732 17.17275 4.68614
H 6.89146 17.71250 7.01441
H 9.13961 17.40085 7.07753
C 5.72377 24.88097 2.51756
C 4.62186 25.85368 2.22702
O 4.34013 26.57588 3.42211
O 5.80200 23.86564 1.52604
H 5.55510 24.39890 3.49279
H 6.69731 25.39225 2.57004
H 3.72300 25.30742 1.90734
H 4.86492 26.50554 1.38306
H 4.30213 27.51160 3.21890
H 6.57596 23.30858 1.74733
C 8.36081 20.03807 8.66504
C 9.41005 19.66567 9.70201
O 10.08306 18.45674 9.35668
O 7.40717 18.95263 8.52619
H 8.80865 20.14218 7.67618
H 7.84454 20.96194 8.94061
H 8.94221 19.57427 10.69671
H 10.06991 20.52215 9.90973
H 9.76699 17.80009 9.98030
H 7.07548 18.77239 9.41602
C 8.03062 24.74245 6.21581
Cl 9.24750 24.94297 4.93458
Cl 8.26053 23.31226 7.21911
H 8.15397 25.63842 6.80872
H 7.04397 24.69275 5.77335
C 5.31437 19.58926 0.48536
Cl 6.29227 18.45704 1.42387
Cl 6.21097 20.18862 -0.92992
H 4.40596 19.10171 0.16729
H 5.13681 20.45104 1.11570
```

## Properties
LUMO = -0.145 eV
energy above the lowest of the compared OMol25 structures with the same formula, charge and spin = 0.0 kJ/mol
total charge = 0
molar mass = 810.6 g/mol
HOMO-LUMO gap = 9.17 eV
HOMO level = -9.312 eV
calculated total energy = -4226.35653 hartree
structure (SMILES) = C1CCOC1.C1CCOC1.ClCCl.ClCCl.OCCO.OCCO.OCCO.OCCO.OCCO.OCCO.OCCO.OCCO